Here is a structure of composition C28H54As6Cl4O2RuSe from the OMol25 dataset. Energies are from ωB97M-V/def2-TZVPD.

Values from the calculation:
Total charge ... -1
Spin multiplicity ... 6
Energy above the lowest of the compared OMol25 structures with the same formula, charge and spin ... 0.229 eV
LUMO level (alpha / beta) ... 2.3 / 2.2 eV
Gap between HOMO and LUMO (alpha / beta) ... 6.026 / 6.107 eV

Last column: Mulliken charge in e.
Atoms and positions in Å:
Ru: 0.5886 0.4306 -0.5609  0.254
C: -2.1102 -2.3446 1.0230  -1.356
As: -0.3646 -2.0441 0.1790  0.965
C: 0.6949 -3.0632 1.4577  -0.935
C: -0.7056 -3.2644 -1.3433  -1.936
C: 0.4143 -3.9439 -2.1509  3.290
C: -0.2681 -4.7603 -3.2573  -2.227
C: 1.3121 -2.9139 -2.8603  -1.919
As: 2.3104 -1.6055 -1.7777  1.114
C: 3.1544 -0.6844 -3.2669  -1.100
C: 3.8916 -2.6263 -1.2027  -1.608
C: 1.3081 -4.8515 -1.2923  -1.162
As: 0.7682 -6.5193 -0.3701  0.405
C: -1.1771 -6.4164 -0.0929  -0.920
C: 0.7106 -7.7594 -1.8967  -1.172
H: -2.2158 -3.3900 1.3179  0.407
H: -2.9022 -2.0863 0.3223  0.381
H: -2.1967 -1.7095 1.9045  0.382
H: 0.3957 -4.1113 1.5055  0.342
H: 0.5466 -2.5846 2.4250  0.521
H: 1.7539 -2.9714 1.2287  -0.046
H: -1.2726 -2.6238 -2.0276  0.536
H: -1.3927 -4.0267 -0.9731  0.544
H: -0.8107 -4.0946 -3.9315  0.470
H: -0.9810 -5.4775 -2.8473  0.281
H: 0.4721 -5.3096 -3.8448  0.458
H: 0.6900 -2.2805 -3.5007  0.409
H: 2.0265 -3.4393 -3.5039  0.600
H: 3.7524 -1.3825 -3.8556  0.418
H: 3.7820 0.1086 -2.8644  0.211
H: 2.3736 -0.2341 -3.8773  0.329
H: 4.2090 -3.3252 -1.9792  0.491
H: 3.7092 -3.1636 -0.2735  0.268
H: 4.6837 -1.8988 -1.0179  0.494
H: 1.7701 -4.2578 -0.5070  -0.652
H: 2.1403 -5.2021 -1.9147  0.680
H: -1.4149 -5.6527 0.6463  0.096
H: -1.4808 -7.3834 0.3103  0.436
H: -1.7371 -6.2242 -1.0067  0.275
H: 1.6933 -7.7851 -2.3679  0.321
H: -0.0348 -7.4847 -2.6403  0.321
H: 0.4892 -8.7576 -1.5184  0.402
Cl: 7.5418 0.3475 0.3172  -0.247
C: 5.8459 0.1824 0.6400  0.082
C: 5.4017 -0.6072 1.6805  0.432
Cl: 6.5348 -1.4554 2.6832  -0.252
C: 4.0240 -0.7241 1.9235  0.255
Cl: 3.4539 -1.6661 3.2710  -0.205
C: 3.0643 -0.0872 1.1330  -0.183
O: 1.7886 -0.1675 1.3453  -0.801
C: 3.5341 0.7274 0.0338  0.085
O: 2.6541 1.3358 -0.7140  -1.290
C: 4.9072 0.8511 -0.1640  0.328
Cl: 5.4380 1.8966 -1.4477  -0.208
C: -4.0377 0.4694 0.3177  -1.440
As: -2.3050 1.4035 0.2143  1.193
C: -2.8126 2.4758 -1.3442  -1.404
C: -2.7526 2.6543 1.6961  -2.051
C: -1.9468 3.9414 1.9334  3.437
C: -2.5087 4.6079 3.1980  -2.109
C: -0.4673 3.6429 2.2269  -2.224
As: 0.7540 2.8558 0.8705  0.829
C: 2.2840 2.8998 2.0729  -1.214
C: 1.2523 4.3879 -0.2332  -1.324
C: -2.0089 4.9146 0.7463  -1.275
As: -3.6070 5.8961 0.1002  0.410
C: -5.1982 4.9191 0.7250  -1.062
C: -3.6901 7.3236 1.4518  -1.182
H: -4.8552 1.1878 0.2327  0.417
H: -4.1245 -0.0676 1.2615  0.397
H: -4.1033 -0.2442 -0.5035  0.373
H: -3.6388 3.1506 -1.1158  0.296
H: -3.1125 1.7711 -2.1188  0.532
H: -1.9582 3.0268 -1.7300  0.277
H: -2.6716 2.0343 2.5962  0.502
H: -3.8093 2.9035 1.5847  0.470
H: -2.3499 3.9622 4.0644  0.434
H: -3.5794 4.7965 3.1137  0.322
H: -2.0069 5.5596 3.3899  0.440
H: -0.4072 2.9320 3.0592  0.472
H: 0.0147 4.5656 2.5693  0.592
H: 2.3010 3.8530 2.6042  0.598
H: 3.1949 2.7860 1.4902  0.305
H: 2.2110 2.0724 2.7763  0.292
H: 1.4226 5.2813 0.3698  0.392
H: 0.4966 4.5869 -0.9907  0.334
H: 2.1734 4.0916 -0.7357  0.409
H: -1.6246 4.4172 -0.1422  -0.418
H: -1.3098 5.7366 0.9422  0.679
H: -5.3202 3.9886 0.1732  0.229
H: -6.0520 5.5595 0.4979  0.424
H: -5.1920 4.7091 1.7928  0.283
H: -2.7564 7.8858 1.4312  0.319
H: -3.8571 6.9446 2.4582  0.323
H: -4.5010 8.0019 1.1855  0.402
Se: -0.3042 0.5970 -2.7296  -0.746

Atoms 1-6, force components in eV/Å:
0.135 0.013 -0.052
-0.001 -0.008 0.000
-0.031 -0.036 -0.042
0.000 0.008 0.005
-0.007 0.003 0.009
-0.004 -0.005 -0.012

Here is a cluster of 11 separate species, C28H54Cl15O9P in total in a non-equilibrium geometry from the OMol25 dataset. Energies are from ωB97M-V/def2-TZVPD.

Values from the calculation:
LUMO level ... 0.2 eV
Gap between HOMO and LUMO ... 9.479 eV
SMILES string ... COP(=O)(OC)OC.ClC(Cl)Cl.ClC(Cl)Cl.ClC(Cl)Cl.ClC(Cl)Cl.ClC(Cl)Cl.C1CCOC1.C1CCOC1.C1CCOC1.C1CCOC1.C1CCOC1

Last column: Mulliken charge in e.
Atoms and positions in Å:
C: 5.0208 0.5253 1.2468  -0.246
O: 5.1294 -0.8539 1.5288  -0.361
P: 5.0815 -2.0024 0.4568  0.171
O: 5.6674 -3.2474 0.9403  -0.749
O: 3.6093 -2.0657 -0.1315  0.864
C: 3.3566 -3.0743 -1.1716  -0.823
O: 5.8038 -1.3897 -0.8536  0.025
C: 7.2535 -1.5857 -0.8924  -0.958
H: 3.9855 0.8490 1.4197  0.031
H: 5.3582 0.7581 0.2312  0.101
H: 5.6807 1.0673 1.9683  0.340
H: 2.8967 -3.9532 -0.7797  0.239
H: 4.3050 -3.2533 -1.7025  0.373
H: 2.6301 -2.5442 -1.8408  0.143
H: 7.6083 -2.0550 0.0528  0.397
H: 7.8530 -0.7223 -1.1352  0.269
H: 7.3461 -2.3073 -1.7029  0.304
Cl: 0.2708 4.3140 5.0919  -0.133
C: 0.1091 4.6431 3.3645  0.643
Cl: 0.8595 6.2010 2.9642  -0.146
Cl: -1.5031 4.5566 2.7521  -0.070
H: 0.6829 3.9237 2.8509  -0.279
Cl: -0.7294 0.5361 4.1499  -0.134
C: -1.9566 -0.4860 3.4671  1.523
Cl: -3.3831 0.5209 3.0665  -0.277
Cl: -2.3897 -1.6724 4.6357  -0.141
H: -1.6498 -0.8607 2.5123  -0.920
Cl: 0.6156 2.3034 -4.1955  -0.047
C: -0.2135 0.9212 -4.9595  -0.267
Cl: -0.8480 -0.1579 -3.7170  -0.013
Cl: 0.8184 0.1008 -6.1233  -0.128
H: -1.0181 1.3268 -5.5860  0.434
Cl: 0.7834 5.0341 -1.5080  -0.078
C: -0.6830 5.8269 -2.0425  -0.200
Cl: -1.3082 6.8861 -0.7674  -0.114
Cl: -1.8696 4.6386 -2.5284  -0.056
H: -0.4021 6.4420 -2.8832  0.447
Cl: -1.5198 -3.4976 1.3277  -0.085
C: -1.8964 -3.3731 -0.3796  0.792
Cl: -2.4078 -4.9632 -0.9389  -0.147
Cl: -0.5567 -2.7589 -1.3693  -0.115
H: -2.6878 -2.6395 -0.5215  -0.444
C: 1.0812 -3.7869 3.5222  0.108
C: 2.2199 -3.5483 2.5686  0.161
C: 3.1632 -4.7005 2.9570  -0.365
O: 2.6127 -5.3631 4.1394  -0.469
C: 1.7815 -4.4061 4.7615  -0.597
H: 0.4385 -4.5855 3.1318  0.171
H: 0.4539 -2.9068 3.7890  -0.145
H: 2.7856 -2.5838 2.8409  -0.048
H: 2.0008 -3.4700 1.5711  -0.003
H: 4.1769 -4.3217 3.1485  0.252
H: 3.1971 -5.4840 2.1882  0.278
H: 2.3003 -3.6903 5.3903  0.301
H: 1.1262 -4.9806 5.4143  0.358
C: 0.6323 1.5526 0.6389  0.342
C: -0.3865 1.9461 -0.3987  1.486
C: -1.5265 0.9371 -0.1926  1.256
O: -1.0865 -0.0564 0.7766  -0.254
C: 0.3496 -0.0054 0.8006  -0.442
H: 0.4169 1.9755 1.5992  -0.525
H: 1.6362 1.8574 0.3854  0.281
H: 0.0747 1.8975 -1.3928  -0.778
H: -0.8481 2.8881 -0.3162  -0.332
H: -1.8330 0.4861 -1.1611  -0.417
H: -2.3933 1.3824 0.3020  -0.861
H: 0.6946 -0.5697 -0.0972  -0.460
H: 0.7355 -0.4415 1.6815  0.554
C: -6.7667 -2.7796 0.4318  -0.741
C: -7.0684 -1.3683 -0.1672  -0.596
C: -5.5714 -0.9219 -0.6233  0.154
O: -4.7258 -2.0384 -0.2035  -0.283
C: -5.4578 -3.2373 -0.1447  -0.490
H: -7.6135 -3.4254 0.2815  0.389
H: -6.5999 -2.7308 1.5047  0.296
H: -7.4434 -0.6055 0.5346  0.240
H: -7.6421 -1.3565 -1.0340  0.399
H: -5.2397 -0.0578 -0.0299  -0.394
H: -5.5138 -0.7475 -1.6869  0.320
H: -5.0022 -3.9893 0.4933  0.350
H: -5.6248 -3.6558 -1.1426  0.284
C: 3.5252 0.6184 -2.3290  0.751
C: 4.7641 0.3930 -3.2745  -0.276
C: 4.7532 1.7469 -4.0057  -0.623
O: 4.0520 2.6890 -3.2200  -0.471
C: 3.6188 2.1158 -2.0135  0.142
H: 3.4268 -0.0656 -1.4644  -0.403
H: 2.5867 0.4490 -2.8921  -0.023
H: 4.6834 -0.4739 -3.9502  0.391
H: 5.6219 0.2734 -2.6413  -0.017
H: 4.2536 1.6886 -4.9419  0.279
H: 5.7367 2.1264 -4.3031  0.294
H: 2.6751 2.6013 -1.7676  -0.388
H: 4.3370 2.3684 -1.2453  0.307
C: -4.4927 2.7303 -1.4413  0.162
C: -4.0623 3.6117 -0.2223  -0.109
C: -4.8494 2.9970 0.9918  0.328
O: -5.8297 2.1639 0.4436  -0.453
C: -5.9008 2.4521 -0.9502  -0.899
H: -3.8439 1.8391 -1.4927  -0.188
H: -4.4132 3.3433 -2.3349  0.557
H: -4.3756 4.6486 -0.3315  0.442
H: -3.0047 3.5944 -0.0485  -0.326
H: -5.3488 3.7449 1.6341  0.339
H: -4.2161 2.4173 1.6471  -0.531
H: -6.5150 3.3104 -1.0193  0.425
H: -6.4194 1.5972 -1.3865  0.344

Atoms 1-6, force components in eV/Å:
0.266 1.094 0.516
-0.214 -0.586 0.162
0.231 0.100 -1.162
-0.154 -0.086 0.164
-0.101 -0.466 0.447
0.016 2.241 -0.831

Which formula does entry 1 have? C28H54As6Cl4O2RuSe